{"formula": "C18H32BrN5OPSn", "method": "ωB97M-V/def2-TZVPD", "e_homo_ev": -19.06, "lumo_energy_ev": -10.0, "charge": 3, "symbols": ["Sn", "C", "C", "N", "C", "C", "N", "C", "C", "N", "C", "C", "N", "C", "C", "C", "C", "C", "C", "C", "N", "H", "H", "H", "H", "H", "H", "H", "H", "H", "H", "H", "H", "H", "H", "H", "H", "H", "H", "H", "H", "H", "H", "H", "Br", "C", "P", "C", "C", "O", "H", "H", "H", "H", "H", "H", "H", "H", "H"], "positions_angstrom": [[0.1563, 0.3907, 0.8108], [1.4314, 3.5570, -2.3160], [1.0097, 2.3395, -1.5659], [1.1252, 2.1746, -0.3087], [1.8857, 3.0071, 0.6042], [2.8526, 2.0523, 1.3546], [2.4301, 0.6235, 1.2308], [2.9036, -0.2405, 2.3313], [1.8195, -0.3135, 3.3969], [0.5192, -0.7130, 2.8148], [0.2504, -2.1630, 2.7013], [0.8113, -2.7523, 1.4128], [0.5515, -1.8354, 0.3090], [0.4811, -2.2525, -0.8982], [0.6291, -3.6837, -1.2921], [0.2994, -1.1888, -1.9376], [0.0198, -1.4001, -3.2786], [-0.0214, -0.2939, -4.1215], [0.2616, 0.9736, -3.6232], [0.5282, 1.0991, -2.2686], [0.5137, 0.0348, -1.4702], [1.1294, 4.4546, -1.7774], [1.0085, 3.5913, -3.3155], [2.5202, 3.5799, -2.4189], [1.1970, 3.4766, 1.3035], [2.4410, 3.7955, 0.1003], [2.8835, 2.3136, 2.4108], [3.8656, 2.1453, 0.9641], [2.7715, 0.2647, 0.3422], [3.8174, 0.1522, 2.7786], [3.1431, -1.2227, 1.9295], [1.6825, 0.6699, 3.8502], [2.1155, -1.0015, 4.1902], [-0.2154, -0.3031, 3.3882], [-0.8331, -2.2850, 2.7073], [0.6483, -2.7039, 3.5610], [0.3405, -3.7235, 1.2575], [1.8869, -2.9320, 1.4756], [1.5594, -4.0887, -0.8883], [0.6409, -3.8246, -2.3672], [-0.1867, -4.2776, -0.8714], [-0.1570, -2.3904, -3.6730], [-0.2409, -0.4241, -5.1734], [0.2879, 1.8257, -4.2867], [-0.9704, 2.0954, 2.1828], [-3.7968, -1.1929, -1.1734], [-3.2144, 0.0363, -0.0221], [-3.5004, 1.6555, -0.7089], [-4.1287, -0.1109, 1.4962], [-1.6955, -0.2063, 0.2104], [-4.8680, -1.0724, -1.3424], [-3.6173, -2.1893, -0.7681], [-3.2757, -1.0830, -2.1250], [-4.5734, 1.8046, -0.8454], [-3.0108, 1.7533, -1.6786], [-3.1295, 2.4202, -0.0252], [-5.1922, 0.0245, 1.2891], [-3.8086, 0.6554, 2.2020], [-3.9823, -1.0981, 1.9354]], "forces_ev_per_angstrom": [[1.29, -0.50, -0.59], [0.02, -0.02, 0.02], [0.09, -0.01, 0.06], [-0.38, 0.18, 0.07], [-0.01, 0.01, 0.02], [-0.01, 0.11, 0.00], [-0.30, -0.01, -0.08], [-0.03, -0.01, 0.10], [0.07, 0.01, 0.01], [-0.40, 0.06, -0.05], [0.02, -0.05, 0.03], [-0.07, 0.00, 0.04], [0.05, 0.04, 0.02], [-0.04, -0.05, 0.00], [0.00, 0.02, 0.03], [0.06, 0.01, 0.08], [0.01, 0.01, -0.03], [0.01, 0.00, 0.01], [0.02, -0.03, -0.02], [0.00, 0.01, 0.00], [-0.24, 0.01, 0.04], [0.01, 0.01, -0.01], [-0.01, 0.00, 0.00], [0.00, -0.03, -0.01], [0.03, 0.02, -0.01], [0.03, -0.05, -0.05], [-0.03, -0.04, 0.01], [0.00, 0.00, 0.01], [0.20, 0.04, 0.06], [0.02, 0.02, -0.06], [-0.02, -0.01, -0.01], [-0.01, 0.00, 0.00], [-0.03, -0.01, -0.01], [0.06, -0.03, 0.07], [0.00, 0.00, -0.01], [0.00, 0.03, 0.01], [0.01, 0.02, -0.06], [0.01, 0.01, 0.03], [0.00, 0.00, 0.00], [0.00, 0.00, 0.01], [-0.01, 0.00, -0.02], [0.02, 0.01, 0.00], [-0.01, 0.00, 0.00], [-0.02, 0.01, 0.01], [-0.08, 0.39, 0.41], [0.05, -0.03, 0.00], [-0.04, 0.15, 0.08], [-0.04, 0.05, 0.01], [-0.01, 0.00, 0.05], [-0.24, -0.32, -0.21], [0.00, 0.02, 0.01], [-0.02, 0.00, -0.01], [-0.01, -0.01, -0.01], [0.00, 0.00, -0.02], [0.01, -0.01, 0.00], [0.00, -0.01, -0.02], [0.00, -0.01, 0.01], [0.00, 0.01, 0.00], [-0.01, -0.01, -0.01]], "nbo_charge": [2.00, -0.71, 0.39, -0.51, -0.28, -0.23, -0.65, -0.25, -0.25, -0.66, -0.24, -0.27, -0.51, 0.41, -0.71, 0.16, -0.17, -0.10, -0.17, 0.15, -0.49, 0.27, 0.26, 0.28, 0.26, 0.25, 0.24, 0.24, 0.41, 0.25, 0.22, 0.24, 0.25, 0.44, 0.23, 0.25, 0.25, 0.23, 0.28, 0.26, 0.27, 0.26, 0.27, 0.27, -0.33, -1.01, 1.97, -1.02, -1.02, -1.19, 0.29, 0.27, 0.26, 0.29, 0.26, 0.28, 0.29, 0.28, 0.27]}

{"formula": "C30H68FN5O6S2", "method": "ωB97M-V/def2-TZVPD", "e_homo_ev": -8.22, "lumo_energy_ev": 0.1, "charge": 0, "smiles": "CCN(CC)C(=S)SCCCN(CCF)C(=O)OOC[C@H](C)CC(C)C.COC[C@@H](C)N.COC[C@@H](C)N.COC[C@@H](C)N", "symbols": ["C", "C", "N", "C", "C", "C", "S", "S", "C", "C", "C", "N", "C", "C", "F", "C", "O", "O", "O", "C", "C", "C", "C", "C", "C", "C", "H", "H", "H", "H", "H", "H", "H", "H", "H", "H", "H", "H", "H", "H", "H", "H", "H", "H", "H", "H", "H", "H", "H", "H", "H", "H", "H", "H", "H", "H", "H", "H", "H", "H", "H", "C", "O", "C", "C", "C", "N", "H", "H", "H", "H", "H", "H", "H", "H", "H", "H", "H", "C", "O", "C", "C", "C", "N", "H", "H", "H", "H", "H", "H", "H", "H", "H", "H", "H", "C", "O", "C", "C", "C", "N", "H", "H", "H", "H", "H", "H", "H", "H", "H", "H", "H"], "positions_angstrom": [[-1.0701, -2.0047, 2.4547], [-0.2001, -1.0000, 1.4500], [-0.0900, -1.5110, 0.0303], [1.2040, -1.0628, -0.6138], [1.4363, 0.5595, -0.6507], [-1.3077, -1.1924, -0.8086], [-1.3858, -1.5228, -2.5091], [-2.9025, -0.4368, -0.0812], [-4.0426, 0.1556, -1.4435], [-5.5990, 0.2519, -0.8468], [-5.9887, 1.8123, -0.4502], [-4.8854, 2.5165, 0.3146], [-5.2859, 2.7321, 1.7571], [-5.2700, 1.3202, 2.6536], [-3.8363, 0.8760, 2.7701], [-4.4201, 3.7844, -0.3663], [-4.1469, 3.7947, -1.6980], [-4.1728, 5.0862, 0.3380], [-3.0292, 5.0478, 0.9601], [-1.9137, 5.4772, 0.1159], [-0.9681, 4.2995, -0.5024], [-1.1971, 2.7911, 0.0756], [0.6365, 4.5985, -0.5063], [1.3791, 4.8540, 0.8969], [0.5444, 4.6600, 2.2754], [2.6663, 3.7881, 0.9735], [-1.4527, -2.9376, 1.8609], [-2.0289, -1.3687, 2.7616], [-0.5065, -2.2575, 3.4554], [-0.5455, 0.1251, 1.5387], [0.9081, -1.0217, 1.8935], [2.0797, -1.5075, 0.0642], [1.3917, -1.4795, -1.6924], [2.5260, 0.7747, -1.0871], [0.6977, 1.1503, -1.3479], [1.4529, 1.0151, 0.4451], [-3.6339, 1.2228, -1.7826], [-4.1179, -0.5763, -2.3750], [-5.6563, -0.3707, 0.1637], [-6.3905, -0.2343, -1.5860], [-6.9457, 1.7801, 0.2420], [-6.3071, 2.3492, -1.4440], [-4.5845, 3.4752, 2.3529], [-6.3799, 3.1563, 1.8498], [-5.9621, 0.5173, 2.1564], [-5.6332, 1.5067, 3.7551], [-2.3952, 6.0874, -0.7912], [-1.2721, 6.2919, 0.7062], [-1.2713, 4.2361, -1.6586], [-2.1113, 2.6323, 0.7791], [-1.3504, 2.0413, -0.8407], [-0.2255, 2.3959, 0.6372], [0.7988, 5.5627, -1.1910], [1.1592, 3.7117, -1.1014], [1.8767, 5.9276, 0.9139], [1.3077, 4.8240, 3.1785], [0.1018, 3.5714, 2.4457], [-0.3344, 5.4089, 2.4636], [3.1030, 3.5454, -0.1096], [3.5742, 4.2201, 1.5877], [2.3051, 2.7743, 1.4903], [-2.2441, -7.1766, -4.0069], [-1.9976, -5.9173, -3.4005], [-3.0817, -4.9889, -3.5041], [-4.2052, -5.2025, -2.4639], [-5.1163, -6.3860, -2.7816], [-3.6607, -5.3684, -1.1086], [-2.8602, -7.0901, -4.9069], [-2.7093, -7.8506, -3.2854], [-1.2813, -7.6129, -4.2880], [-2.6403, -4.0020, -3.3237], [-3.4771, -4.9682, -4.5267], [-4.8320, -4.3033, -2.4719], [-4.6574, -7.3486, -2.5437], [-6.0401, -6.3227, -2.1938], [-5.3969, -6.3932, -3.8402], [-3.1380, -4.5269, -0.8609], [-2.9390, -6.0949, -1.1581], [1.9609, -2.7851, 5.6997], [1.9925, -3.2505, 4.3592], [3.3024, -3.3148, 3.7865], [4.1086, -4.5741, 4.1794], [4.6717, -4.5222, 5.5979], [3.3068, -5.7967, 4.0277], [2.7254, -2.0268, 5.8935], [2.0703, -3.6261, 6.3867], [0.9787, -2.3398, 5.8819], [3.1467, -3.3408, 2.7018], [3.8621, -2.3955, 3.9964], [4.9634, -4.6399, 3.4966], [3.9147, -4.7190, 6.3608], [5.4528, -5.2817, 5.7245], [5.1218, -3.5458, 5.8068], [3.0199, -5.8806, 3.0513], [2.4239, -5.6447, 4.5263], [5.6544, 1.5567, -1.9645], [5.4916, 2.9626, -1.8581], [6.5109, 3.7267, -2.5101], [6.3148, 3.8799, -4.0359], [6.6728, 2.6243, -4.8279], [4.9384, 4.2769, -4.3654], [6.7072, 1.2594, -1.9576], [5.1577, 1.1933, -2.8659], [5.1584, 1.0912, -1.1079], [6.4589, 4.7261, -2.0629], [7.5049, 3.3317, -2.2685], [6.9892, 4.6754, -4.3729], [5.9032, 1.8513, -4.7655], [6.7916, 2.8667, -5.8909], [7.6178, 2.1949, -4.4782], [4.7399, 5.1722, -3.9163], [4.3108, 3.6225, -3.8870]], "forces_ev_per_angstrom": [[-1.16, 1.46, -0.32], [1.32, -0.38, 2.05], [-2.69, 2.53, -1.05], [2.01, 0.45, -0.20], [0.97, 0.26, 0.03], [0.34, -0.47, -1.65], [0.61, 0.56, 2.90], [1.40, -0.78, -0.18], [-0.95, 0.28, -1.68], [0.58, 0.15, 1.28], [-1.26, -1.35, -1.10], [-0.63, 3.72, -0.26], [-0.14, -0.33, 2.39], [0.63, 0.91, -0.31], [-3.23, 0.69, -0.39], [1.41, -1.01, -6.58], [-2.00, -0.26, 8.51], [-4.87, -2.76, -3.25], [5.40, 0.00, 2.38], [0.93, 1.82, -1.65], [-0.01, -0.92, -1.15], [0.27, -1.00, -0.27], [-0.46, 0.90, -1.21], [1.50, -0.67, 0.57], [0.19, -0.17, 1.22], [0.17, -0.11, -0.09], [0.97, 1.66, 1.28], [1.89, -1.54, -0.58], [-0.91, 0.31, -2.31], [0.40, -2.30, -0.36], [-2.32, 0.09, -1.13], [-2.00, 0.86, -1.40], [-0.94, 0.62, 2.19], [-2.28, -0.61, 0.90], [1.26, -1.38, 1.53], [-0.24, -0.99, -2.42], [-1.08, -2.35, 0.62], [0.69, 1.52, 2.11], [0.19, 1.12, -2.19], [1.80, 1.29, 1.47], [1.89, 0.10, -1.37], [1.01, -0.72, 2.07], [-1.22, -1.54, -1.71], [1.98, -0.80, -0.27], [1.81, 1.21, 0.93], [0.78, -0.20, -2.28], [0.98, -1.44, 1.99], [-1.49, -2.03, -0.93], [0.65, 0.18, 2.58], [1.63, 0.48, -1.23], [0.28, 1.68, 1.99], [-2.18, 1.00, -1.14], [-0.27, -2.00, 1.43], [-1.21, 1.80, 1.36], [-1.26, -2.12, -0.09], [-1.59, -0.31, -1.97], [0.99, 2.27, -0.65], [1.70, -1.34, -0.58], [-1.05, 0.51, 2.35], [-1.94, -0.82, -1.03], [0.83, 2.19, -1.18], [0.34, 0.03, 0.28], [-0.49, 0.19, -0.35], [0.19, 0.20, 0.29], [0.32, -0.40, -0.06], [-0.36, -0.02, -0.01], [0.34, 0.10, -0.12], [-0.07, 0.02, 0.07], [-0.16, -0.14, -0.17], [-0.06, 0.16, 0.03], [0.05, -0.19, 0.06], [-0.06, -0.19, -0.03], [0.16, 0.04, -0.02], [0.05, 0.14, -0.02], [0.21, 0.01, -0.06], [0.04, -0.01, 0.09], [-0.17, -0.09, 0.00], [-0.30, 0.19, 0.03], [-0.35, -0.18, -0.07], [0.56, 0.27, -0.10], [-0.16, -0.23, -0.20], [-0.37, 0.06, 0.29], [0.32, -0.05, 0.13], [-0.28, 0.26, -0.20], [0.05, -0.09, -0.02], [0.14, 0.14, 0.18], [0.09, -0.03, -0.13], [-0.12, -0.05, 0.11], [0.00, 0.00, 0.18], [-0.14, 0.06, -0.06], [0.00, 0.04, -0.15], [-0.20, 0.11, -0.07], [-0.06, -0.09, -0.01], [0.13, -0.09, 0.18], [0.33, -0.11, -0.09], [-0.39, 0.09, 0.11], [0.58, 0.09, -0.14], [-0.25, 0.24, 0.00], [-0.26, -0.36, 0.17], [0.21, -0.05, -0.28], [-0.05, 0.07, 0.43], [-0.02, 0.05, -0.09], [0.17, -0.19, -0.06], [0.06, 0.15, -0.01], [-0.12, -0.13, 0.00], [-0.02, -0.16, -0.06], [-0.07, 0.01, 0.14], [0.03, 0.13, 0.07], [-0.08, 0.00, 0.23], [-0.10, 0.03, -0.02], [0.04, -0.12, -0.20], [0.19, 0.16, -0.26]], "lowdin_charge": [-0.09, -0.26, -0.19, -0.25, -0.11, -0.88, 0.55, 0.78, -0.47, -0.20, -0.17, -0.06, -0.14, -0.09, -0.17, -0.19, -0.01, -0.07, -0.18, -0.12, -0.29, -0.10, -0.17, -0.37, -0.12, -0.11, 0.08, 0.06, 0.07, 0.11, 0.12, 0.13, 0.10, 0.08, 0.08, 0.06, 0.09, 0.07, 0.09, 0.13, 0.13, 0.14, 0.14, 0.14, 0.11, 0.13, 0.16, 0.14, 0.14, 0.07, 0.08, 0.06, 0.13, 0.11, 0.14, 0.10, 0.09, 0.07, 0.08, 0.08, 0.07, -0.11, -0.19, -0.20, -0.43, -0.08, 0.04, 0.09, 0.07, 0.09, 0.07, 0.12, 0.13, 0.06, 0.08, 0.08, 0.07, 0.07, -0.11, -0.21, -0.20, -0.43, -0.08, 0.03, 0.09, 0.07, 0.08, 0.12, 0.12, 0.13, 0.06, 0.08, 0.08, 0.07, 0.07, -0.11, -0.21, -0.20, -0.43, -0.08, 0.03, 0.09, 0.07, 0.08, 0.12, 0.12, 0.13, 0.06, 0.08, 0.08, 0.07, 0.07]}